C13H15FN2O5S as an isolated structure in a non-equilibrium geometry. Source: the OMol25 dataset; level of theory: the ωB97M-V functional and the def2-TZVPD basis.

## Properties
**Charge**: -2
**Kohn-Sham gap**: 1.87 eV

Positions of all 37 atoms, in Å:
C: 3.18 -1.51 0.48
C: 3.52 -0.79 -0.83
O: 2.42 -0.51 -1.65
C: 1.77 0.72 -1.27
C: 0.63 0.41 -0.26
O: -0.69 0.86 -0.70
C: -1.57 -0.17 -0.53
C: -2.24 -0.38 0.63
C: -2.15 0.49 1.89
C: -3.38 1.44 1.88
F: -1.04 1.30 1.92
C: -3.13 -1.51 0.74
C: -3.32 -2.35 -0.30
C: -2.68 -2.14 -1.54
N: -2.78 -2.86 -2.65
S: -1.82 -2.12 -3.75
N: -1.20 -0.89 -2.86
C: -1.76 -1.02 -1.68
H: 2.72 -0.82 1.20
H: 4.11 -1.87 0.95
H: 2.45 -2.33 0.35
H: 4.19 -1.47 -1.40
H: 4.11 0.11 -0.58
H: 1.37 1.28 -2.12
H: 2.49 1.39 -0.75
H: 0.93 0.79 0.72
H: 0.60 -0.69 -0.17
H: -2.18 -0.17 2.77
H: -4.23 0.88 1.47
H: -3.57 1.86 2.87
H: -3.13 2.25 1.18
H: -3.64 -1.69 1.69
H: -4.01 -3.18 -0.16
C: 3.53 3.71 0.63
O: 4.21 4.66 1.12
O: 2.63 3.05 1.31
O: 3.67 3.29 -0.59

A single C13H15N molecule in a non-equilibrium geometry. Source: the OMol25 dataset; level of theory: the ωB97M-V functional and the def2-TZVPD basis.

## Properties
**ΔE to the lowest compared entry with this formula, charge and spin**: 4.0 kcal per mole
**Kohn-Sham gap**: 8.93 eV
**SMILES string**: CCCc1cc(C)c2ccccc2n1

Positions of all 29 atoms, in Å:
C: 3.37 -0.23 1.34
C: 3.14 -1.10 0.11
C: 2.44 -0.41 -1.06
C: 1.01 -0.14 -0.79
C: 0.53 1.20 -0.63
C: -0.77 1.44 -0.26
C: -1.25 2.83 -0.05
C: -1.65 0.31 -0.13
C: -3.00 0.45 0.21
C: -3.83 -0.61 0.32
C: -3.29 -1.91 0.13
C: -1.97 -2.09 -0.27
C: -1.09 -0.98 -0.35
N: 0.23 -1.21 -0.70
H: 3.86 0.74 1.07
H: 2.46 -0.07 2.04
H: 4.13 -0.79 1.99
H: 4.13 -1.47 -0.19
H: 2.59 -1.98 0.38
H: 2.51 -1.04 -1.99
H: 3.00 0.54 -1.37
H: 1.33 1.99 -0.66
H: -1.91 3.10 -0.89
H: -0.40 3.53 -0.01
H: -1.77 2.92 0.92
H: -3.43 1.43 0.36
H: -4.89 -0.51 0.62
H: -3.91 -2.80 0.28
H: -1.58 -3.12 -0.44

C13H15N15OZn as an isolated structure. Source: the OMol25 dataset; level of theory: the ωB97M-V functional and the def2-TZVPD basis.

## Properties
**Charge**: -2
**Kohn-Sham gap (spin up / spin down)**: 4.95 / 5.04 eV

Positions of all 45 atoms, in Å:
Zn: -0.87 -0.49 -0.38
N: 2.28 -2.40 -1.39
C: 2.51 -1.11 -1.06
N: 3.81 -0.76 -0.97
C: 4.00 0.53 -0.68
N: 5.33 0.91 -0.50
N: 3.09 1.46 -0.53
C: 1.80 1.02 -0.68
N: 1.47 -0.29 -0.90
C: 0.77 2.00 -0.64
C: 1.08 3.38 -0.47
C: 0.08 4.31 -0.49
C: -1.25 3.88 -0.68
C: -1.49 2.53 -0.83
N: -0.53 1.59 -0.80
H: 3.09 -2.98 -1.25
H: 1.38 -2.82 -1.10
H: 5.97 0.31 -1.01
H: 5.46 1.89 -0.67
H: 2.11 3.64 -0.32
H: 0.31 5.36 -0.35
H: -2.08 4.58 -0.70
H: -2.50 2.16 -0.95
N: -3.49 -2.80 -1.26
C: -3.88 -1.48 -1.16
N: -5.15 -1.14 -1.25
N: -5.14 0.20 -1.15
N: -3.93 0.63 -1.00
N: -3.07 -0.43 -1.00
C: -2.24 -3.30 -0.93
N: -2.05 -4.59 -0.74
N: -0.72 -4.69 -0.51
N: -0.18 -3.53 -0.56
N: -1.12 -2.60 -0.84
H: -4.24 -3.46 -1.15
C: 0.83 -1.06 3.41
O: 0.15 -1.38 2.24
C: -0.76 -0.45 1.67
C: -0.93 0.83 2.45
H: 1.33 -0.09 3.35
H: 1.59 -1.83 3.56
H: 0.17 -1.05 4.29
H: -1.12 0.68 3.52
H: -1.79 1.36 2.03
H: -0.07 1.51 2.36

A single C13H15N5O2S molecule in a non-equilibrium geometry. Source: the OMol25 dataset; level of theory: the ωB97M-V functional and the def2-TZVPD basis.

## Properties
**ΔE to the lowest compared entry with this formula, charge and spin**: 46.3 kcal per mole
**Kohn-Sham gap**: 9.25 eV
**SMILES string**: CCn1nnnc1SCC(=O)c1ccc(NC(C)=O)cc1

Positions of all 36 atoms, in Å:
C: -1.09 -2.60 1.41
C: 0.40 -2.48 1.12
N: 0.62 -1.87 -0.16
N: -0.29 -1.76 -1.13
N: 0.26 -1.17 -2.11
N: 1.52 -0.87 -1.86
C: 1.76 -1.31 -0.64
S: 3.24 -1.22 0.25
C: 3.95 0.30 -0.48
C: 3.39 1.46 0.34
O: 4.06 2.07 1.13
C: 1.93 1.63 0.13
C: 1.08 1.39 1.21
C: -0.29 1.31 1.02
C: -0.82 1.50 -0.25
N: -2.18 1.34 -0.53
C: -3.12 0.69 0.22
C: -4.45 0.59 -0.48
O: -2.91 0.22 1.32
C: 0.02 1.85 -1.30
C: 1.39 1.89 -1.12
H: -1.23 -3.08 2.37
H: -1.58 -3.18 0.64
H: -1.56 -1.62 1.44
H: 0.87 -3.47 1.12
H: 0.91 -1.87 1.87
H: 5.03 0.22 -0.36
H: 3.66 0.32 -1.52
H: 1.50 1.22 2.19
H: -0.94 1.07 1.85
H: -2.45 1.59 -1.47
H: -5.18 0.15 0.19
H: -4.36 -0.04 -1.36
H: -4.79 1.58 -0.79
H: -0.39 2.03 -2.28
H: 2.03 2.12 -1.95